Molecular formula: C44H50ClN4O3P2Ru
Method: DFT, wB97M-V/def2-TZVPD

Each line ends with the Mulliken spin population.
Geometry (Å):
Ru 1.88020 0.31614 0.79356  3.736
C 2.96314 -3.07859 1.26857  0.021
C 1.45039 -2.85040 1.11065  0.004
P 0.93198 -1.55219 2.32486  0.190
C 0.25961 -2.49086 3.74538  0.068
C -0.83902 -3.32831 3.55331  0.014
C -1.32156 -4.07483 4.61320  0.006
C -0.72301 -3.98968 5.86439  -0.001
C 0.36103 -3.14921 6.05641  0.003
C 0.85296 -2.39602 5.00011  0.005
C -0.50543 -0.70216 1.60090  0.032
C -1.49698 -1.28678 0.80657  0.075
C -2.67544 -0.60082 0.58305  0.002
C -2.85383 0.68504 1.09288  0.040
C -1.84809 1.30105 1.82005  0.017
C -0.67864 0.60634 2.08906  0.021
P 3.86453 -1.46869 1.15253  0.142
C 3.95814 -0.75058 2.83516  -0.032
C 4.04970 0.64358 2.89483  0.023
C 4.07048 1.30301 4.11651  0.024
C 4.02993 0.56352 5.28796  0.012
C 4.00286 -0.82555 5.23217  0.005
C 3.96431 -1.48827 4.01433  0.012
C 5.63299 -1.89622 0.98922  0.063
C 6.07839 -3.20629 0.83469  0.016
C 7.43896 -3.47527 0.85951  -0.004
C 8.35660 -2.44774 1.01205  0.015
C 7.91498 -1.13632 1.13514  -0.005
C 6.56062 -0.85889 1.11792  0.019
H 3.32813 -3.71091 0.45920  0.001
H 3.19271 -3.56608 2.21735  0.006
H 0.89965 -3.77795 1.26407  0.007
H 1.24549 -2.46533 0.10521  0.003
H -1.32408 -3.40155 2.59020  0.001
H -2.16776 -4.73117 4.45942  0.000
H -1.10779 -4.57445 6.68872  0.000
H 0.82874 -3.07905 7.02935  0.000
H 1.69198 -1.73135 5.15092  0.003
H -1.35207 -2.26889 0.37292  0.004
H -3.47416 -1.06847 0.02057  0.003
H -3.78758 1.20631 0.92619  0.000
H -1.97749 2.30928 2.19152  0.001
H 0.08377 1.04739 2.73236  -0.028
H 4.16895 1.21275 1.98145  -0.039
H 4.12899 2.38322 4.14202  0.000
H 4.04106 1.06561 6.24585  0.000
H 4.01455 -1.39833 6.15108  -0.001
H 3.95297 -2.57164 3.99273  0.001
H 5.38844 -4.02969 0.71409  0.001
H 7.78115 -4.49649 0.75941  0.000
H 9.41543 -2.66642 1.03332  0.000
H 8.62958 -0.33270 1.25122  0.000
H 6.22655 0.16564 1.23089  0.004
N 3.44285 1.19101 -0.94187  0.173
C 3.80128 2.59202 -0.71651  -0.009
C 2.99267 3.23076 0.45626  0.009
O 3.11482 4.41241 0.64161  0.051
O 2.25694 2.40501 1.13610  0.226
H 4.25250 0.58650 -0.98491  -0.015
H 2.89674 1.06672 -1.78523  -0.007
H 3.60643 3.21894 -1.58376  0.005
H 4.85083 2.69210 -0.44591  0.000
C -2.29537 4.42521 -4.87493  0.000
C -3.32626 3.49575 -4.20273  -0.001
C -3.49751 3.92558 -2.72593  -0.001
C -4.67538 3.71387 -4.91020  0.000
C -2.87414 2.00225 -4.39468  -0.001
O -2.71275 1.72689 -5.78783  0.000
C -3.88949 0.95699 -3.89085  0.001
C -4.18667 0.85560 -2.39087  0.003
C -5.07700 -0.33115 -2.11409  -0.002
C -4.59302 -1.63146 -2.25886  0.000
C -5.39303 -2.73002 -1.99945  0.000
C -6.71250 -2.53844 -1.60818  0.000
Cl -7.72201 -3.89916 -1.30838  0.000
C -7.21798 -1.25373 -1.46713  0.000
C -6.40085 -0.16335 -1.72085  0.000
C -1.41424 1.63437 -3.99476  0.002
N -0.90872 1.55227 -2.62713  0.003
C -0.22928 0.52666 -2.11178  0.022
N 0.35357 0.89416 -0.97664  0.018
C -0.02653 2.20527 -0.84022  0.023
N -0.77479 2.62235 -1.82425  0.006
H -2.70212 5.43513 -4.91806  0.000
H -2.06521 4.10303 -5.88946  0.000
H -1.37019 4.47401 -4.29760  0.000
H -4.53415 4.19609 -2.52130  0.000
H -2.88432 4.80000 -2.51283  0.000
H -3.19957 3.16138 -2.02091  0.001
H -4.89460 4.78117 -4.91774  0.000
H -5.49994 3.21801 -4.39608  0.000
H -4.67662 3.39290 -5.95439  0.000
H -3.50895 1.98010 -6.26289  0.000
H -3.51303 -0.00798 -4.24016  0.000
H -4.82793 1.12863 -4.42149  0.000
H -4.67936 1.75972 -2.03636  0.000
H -3.24506 0.73660 -1.84807  -0.001
H -3.57144 -1.78850 -2.59281  0.000
H -5.00426 -3.73420 -2.10360  0.000
H -8.24642 -1.11478 -1.16315  0.000
H -6.80248 0.83728 -1.60995  0.000
H -0.76755 2.32749 -4.53163  0.000
H -1.25883 0.65073 -4.43690  0.000
H -0.15937 -0.44977 -2.56336  0.002
H 0.26325 2.84285 -0.02239  0.000

Cartesian forces, eV/Å:
Ru 0.38 2.01 -0.79
C -0.06 0.25 -0.10
C 0.22 0.22 0.27
P -0.82 -0.53 -0.60
C 0.45 0.32 0.20
C 0.06 0.02 -0.10
C -0.06 -0.07 -0.02
C 0.03 0.04 -0.02
C 0.02 -0.01 0.05
C 0.01 0.10 -0.04
C 0.27 0.09 0.37
C 0.03 0.10 -0.14
C -0.03 -0.10 -0.08
C 0.07 0.07 0.06
C -0.01 0.16 -0.03
C 0.00 -0.23 0.07
P 0.17 -0.48 1.14
C 0.02 0.15 -0.13
C 0.10 -0.20 0.03
C -0.01 0.02 -0.03
C -0.01 0.03 0.00
C 0.08 -0.05 0.04
C 0.05 0.01 -0.08
C -0.09 0.19 -0.59
C -0.10 0.00 -0.02
C 0.09 -0.04 -0.01
C -0.05 -0.01 0.00
C 0.04 0.02 -0.02
C -0.05 -0.02 -0.04
H -0.01 -0.06 0.05
H 0.06 -0.07 -0.06
H -0.07 0.00 -0.06
H -0.08 -0.11 0.00
H -0.04 -0.01 -0.08
H -0.01 0.02 0.01
H 0.00 -0.01 -0.01
H -0.02 0.02 0.00
H -0.10 -0.03 0.03
H -0.05 -0.07 0.09
H 0.01 0.01 -0.04
H -0.01 -0.02 -0.06
H -0.02 -0.02 0.03
H -0.10 0.04 0.03
H -0.07 0.09 0.03
H 0.01 -0.01 0.02
H 0.02 -0.01 0.00
H 0.01 0.00 0.00
H -0.03 0.01 0.03
H 0.00 0.00 0.01
H -0.01 0.00 0.00
H 0.00 0.00 0.00
H -0.02 0.01 -0.01
H 0.03 0.01 0.04
N -0.29 -0.53 0.36
C -0.51 0.44 0.72
C 1.21 0.47 -1.36
O -0.33 -0.34 0.32
O -1.18 -1.85 0.72
H 0.07 0.02 -0.20
H 0.10 0.01 -0.10
H 0.12 -0.08 -0.10
H 0.05 -0.05 -0.12
C -0.07 -0.16 0.13
C 0.30 0.04 -0.18
C 0.07 0.08 -0.11
C 0.03 -0.10 0.02
C -0.42 -0.10 0.36
O 0.19 0.01 -0.10
C 0.17 0.17 0.10
C -0.16 -0.17 -0.29
C 0.01 -0.06 0.09
C -0.02 0.13 0.02
C -0.05 -0.11 0.00
C 0.19 0.32 -0.04
Cl -0.10 -0.15 0.06
C -0.08 -0.18 0.00
C 0.15 0.05 0.01
C -0.11 0.28 -0.56
N 0.16 -0.29 0.25
C 0.02 -0.17 -0.04
N 0.39 0.22 0.61
C -0.21 0.03 -0.29
N -0.03 0.29 -0.08
H 0.04 0.02 0.01
H 0.01 0.04 -0.02
H 0.02 0.00 -0.01
H 0.01 -0.05 0.06
H -0.01 0.02 0.01
H 0.07 -0.02 0.11
H -0.03 0.00 0.02
H 0.02 -0.04 -0.02
H -0.04 0.08 -0.02
H -0.08 0.00 0.00
H -0.06 -0.03 -0.03
H 0.00 -0.07 -0.02
H 0.05 -0.06 0.05
H -0.02 0.09 0.14
H 0.01 -0.02 0.03
H -0.04 -0.01 -0.04
H 0.00 0.00 -0.01
H -0.01 -0.01 0.01
H 0.06 -0.02 0.07
H 0.06 -0.03 0.10
H -0.06 0.05 -0.09
H 0.00 -0.02 0.02

Summary:
Charge: +2
Spin multiplicity: 6
HOMO-LUMO gap (alpha / beta), Ha: 0.256 / 0.167
HOMO energy (alpha / beta), eV: -12.566 / -12.566
DFT total energy, eV: -92208.562